ORCA calculation (the ωB97M-V functional and the def2-TZVPD basis) on C23H15O5SbSc as an isolated structure at a distorted geometry.

Geometry (Å):
O 2.313 5.712 -0.666
C 1.855 4.704 -0.545
Sc 0.990 2.793 -0.312
O -1.391 3.772 -2.106
C -0.511 3.437 -1.450
C 2.557 2.315 0.802
O 3.452 2.002 1.456
C 0.064 3.510 1.297
O -0.483 3.882 2.228
C 1.985 2.249 -1.935
O 2.550 1.888 -2.889
C 2.832 -3.798 0.758
C 2.986 -3.036 -0.394
C 2.169 -1.927 -0.606
C 1.206 -1.583 0.327
C 1.054 -2.349 1.475
C 1.867 -3.452 1.684
Sb 0.055 0.177 -0.051
C -0.793 -0.433 -1.944
C -0.715 0.334 -3.068
C -1.268 -0.091 -4.274
C -1.904 -1.319 -4.333
C -1.983 -2.110 -3.195
C -1.424 -1.669 -1.995
C -1.074 0.363 1.788
C -2.446 0.178 1.743
C -3.185 0.302 2.914
C -2.561 0.611 4.110
C -1.188 0.798 4.138
C -0.443 0.675 2.965
H 3.489 -4.676 0.928
H 3.762 -3.302 -1.144
H 2.310 -1.318 -1.527
H 0.282 -2.073 2.238
H 1.744 -4.060 2.614
H -0.199 1.347 -3.052
H -1.201 0.548 -5.179
H -2.351 -1.669 -5.287
H -2.494 -3.096 -3.237
H -1.495 -2.313 -1.092
H -2.954 -0.069 0.786
H -4.291 0.151 2.884
H -3.157 0.712 5.042
H -0.678 1.050 5.099
H 0.666 0.834 3.006

Results
Orbital gap (spin up / spin down)   5.3 / 3.6 eV
Total energy   -61533.706 eV
Net charge   +3
LUMO level (spin up / spin down)   -12.5 / -13.9 eV
HOMO (spin up / spin down)   -17.734 / -17.525 eV
Energy relative to the best compared isomer or geometry (same formula, charge and spin)   2.192 eV


ORCA calculation (the ωB97M-V functional and the def2-TZVPD basis) on a 14-piece molecular cluster, C5H38N2O14 overall at a distorted geometry.

Geometry (Å):
C -1.818 -0.476 1.489
O -3.069 -0.208 2.081
C -1.551 0.718 0.549
C -0.673 0.290 -0.633
C -1.494 -0.199 -1.842
C -1.966 -2.361 -2.708
N -1.810 -1.627 -1.693
N -0.897 1.830 1.252
H -1.949 -1.453 0.929
H -1.033 -0.580 2.307
H -3.172 -0.703 2.878
H -2.550 1.085 0.153
H 0.007 -0.495 -0.301
H -0.137 1.163 -1.004
H -2.488 0.407 -1.925
H -0.973 -0.018 -2.712
H -1.876 -2.049 -3.735
H -2.216 -3.414 -2.527
H -1.515 2.388 1.842
H -0.175 1.486 1.866
H 2.707 3.213 3.236
H 3.160 2.216 2.171
O 3.081 2.331 3.128
H 0.532 -3.271 -2.347
H 1.070 -2.197 -3.346
O 0.417 -2.945 -3.232
H -4.700 0.243 -0.917
H -5.217 1.670 -1.324
O -4.499 1.056 -1.528
H 0.826 2.481 -3.654
H 1.083 2.400 -2.145
O 1.173 1.909 -2.984
H 3.124 -0.988 0.020
H 3.023 -0.455 -1.380
O 3.494 -0.310 -0.567
H 2.839 1.109 4.344
H 2.119 0.699 5.668
O 2.515 0.299 4.817
H 1.754 0.658 2.085
H 1.507 -0.031 3.423
O 1.183 0.030 2.530
H 1.452 -2.424 0.607
H 1.775 -1.376 1.696
O 2.181 -1.962 1.053
H -0.101 -3.966 0.143
H -0.698 -2.669 -0.389
O 0.128 -3.172 -0.223
H 3.224 1.058 0.092
H 3.962 2.458 0.218
O 3.163 2.007 0.484
H 0.282 2.916 -0.161
H 1.836 2.796 -0.160
O 1.037 3.188 -0.638
H -3.761 -1.567 -0.410
H -4.101 -0.732 0.840
O -4.516 -1.128 0.003
H 0.986 -0.860 -1.982
H 1.600 0.217 -2.887
O 1.714 -0.683 -2.551

Results
Orbital gap   9.9 eV
Total energy   -37448.180 eV
LUMO level   0.2 eV
HOMO   -9.693 eV
Energy relative to the best compared isomer or geometry (same formula, charge and spin)   3.185 eV


ORCA calculation (the ωB97M-V functional and the def2-TZVPD basis) on a 21-piece molecular cluster, C74H85F10N11O30 overall at a distorted geometry.

Geometry (Å):
C -1.859 6.478 -1.105
C -1.377 5.392 -2.099
O -0.718 6.107 -3.094
C -0.539 7.414 -2.729
O -0.162 8.272 -3.495
O -0.982 7.555 -1.463
F -2.332 4.709 -2.695
H -1.686 6.180 -0.071
H -2.898 6.739 -1.308
H -0.687 4.673 -1.659
C -1.612 -4.688 -4.436
C -0.341 -4.019 -3.926
O -0.735 -2.703 -3.628
C -2.101 -2.658 -3.652
O -2.731 -1.669 -3.318
O -2.651 -3.730 -4.182
F 0.495 -4.145 -4.946
H -1.959 -5.563 -3.885
H -1.732 -4.893 -5.500
H 0.065 -4.444 -3.008
C -2.849 2.552 4.016
C -2.123 1.382 4.646
O -3.231 0.812 5.399
C -4.273 1.600 5.535
O -5.282 1.303 6.158
O -3.962 2.744 4.863
F -1.160 1.855 5.355
H -3.304 2.238 3.076
H -2.326 3.508 3.996
H -1.728 0.574 4.030
C -1.444 -9.767 -1.267
C -2.616 -8.931 -1.722
O -2.075 -7.806 -2.221
C -0.793 -7.680 -1.888
O -0.123 -6.743 -2.106
O -0.423 -8.801 -1.291
F -3.381 -8.737 -0.657
H -1.174 -10.505 -2.023
H -1.508 -10.243 -0.288
H -3.251 -9.363 -2.496
C -4.143 -5.186 1.456
C -3.061 -5.603 0.519
O -2.200 -6.416 1.255
C -2.733 -6.718 2.420
O -2.409 -7.646 3.192
O -3.881 -6.091 2.463
F -2.396 -4.543 0.090
H -5.111 -5.535 1.095
H -4.120 -4.269 2.046
H -3.447 -6.151 -0.341
C -5.865 0.115 -3.840
C -4.975 0.712 -2.777
O -5.794 1.681 -2.233
C -7.061 1.261 -2.278
O -8.009 1.725 -1.688
O -7.119 0.248 -3.185
F -3.970 1.290 -3.407
H -5.488 -0.812 -4.271
H -5.867 0.870 -4.626
H -4.640 0.071 -1.961
C 1.952 -1.195 -5.100
C 3.498 -0.987 -5.163
O 3.684 0.023 -4.213
C 2.557 0.677 -4.046
O 2.509 1.722 -3.479
O 1.506 0.030 -4.687
F 3.788 -0.481 -6.387
H 1.755 -2.015 -4.410
H 1.419 -1.224 -6.051
H 3.982 -1.954 -5.031
C 3.486 -4.607 0.450
C 3.318 -3.076 0.520
O 3.320 -2.658 -0.805
C 2.765 -3.591 -1.480
O 2.117 -3.459 -2.551
O 2.909 -4.741 -0.828
F 4.425 -2.610 1.184
H 3.009 -5.122 1.285
H 4.533 -4.892 0.345
H 2.446 -2.693 1.052
C 0.778 -5.955 3.359
C 1.831 -5.893 4.578
O 1.592 -4.533 4.759
C 1.226 -3.841 3.660
O 1.073 -2.596 3.610
O 0.899 -4.668 2.764
F 2.866 -6.236 3.858
H -0.216 -6.075 3.790
H 0.840 -6.758 2.625
H 1.684 -6.596 5.398
C -3.173 0.622 -8.156
C -2.820 0.166 -6.754
O -3.523 1.193 -6.087
C -3.487 2.349 -6.777
O -3.787 3.414 -6.297
O -3.190 2.053 -8.143
F -1.507 0.141 -6.623
H -4.125 0.215 -8.496
H -2.433 0.162 -8.812
H -3.148 -0.871 -6.684
N 7.190 2.787 -1.397
C 8.112 3.696 -1.982
C 7.621 4.130 -3.246
C 6.339 3.579 -3.392
C 6.127 2.725 -2.299
H 7.333 2.175 -0.607
H 9.098 3.785 -1.550
H 8.096 4.705 -4.028
H 5.779 3.671 -4.311
H 5.415 1.940 -2.092
N 5.890 -1.608 6.788
C 6.221 -2.899 6.539
C 5.500 -3.601 5.542
C 4.528 -2.671 5.211
C 4.839 -1.418 5.893
H 6.260 -0.976 7.483
H 7.142 -3.154 7.043
H 5.688 -4.632 5.282
H 3.644 -2.680 4.590
H 4.199 -0.548 5.932
N -3.475 4.335 0.606
C -2.255 3.941 1.092
C -1.838 2.830 0.337
C -2.863 2.482 -0.544
C -3.889 3.405 -0.322
H -4.026 5.145 0.854
H -1.879 4.613 1.849
H -0.952 2.216 0.399
H -2.848 1.596 -1.161
H -4.792 3.570 -0.891
N 2.556 6.600 -6.380
C 2.021 5.953 -5.253
C 2.159 4.629 -5.531
C 2.820 4.464 -6.799
C 3.231 5.742 -7.198
H 2.587 7.608 -6.437
H 1.585 6.517 -4.443
H 1.862 3.766 -4.954
H 2.901 3.513 -7.304
H 3.723 6.033 -8.115
N 4.459 2.057 3.545
C 4.023 3.081 4.310
C 2.712 2.848 4.518
C 2.330 1.562 4.105
C 3.478 1.164 3.366
H 5.412 2.020 3.213
H 4.633 3.947 4.517
H 2.008 3.572 4.900
H 1.373 1.070 4.192
H 3.712 0.220 2.898
N -0.353 -0.836 -1.465
C 0.447 0.235 -1.455
C 1.028 0.436 -0.189
C 0.665 -0.732 0.539
C -0.258 -1.447 -0.175
H -0.859 -1.179 -2.269
H 0.445 0.883 -2.318
H 1.768 1.164 0.106
H 0.911 -0.874 1.581
H -0.893 -2.298 0.022
N -4.340 0.600 1.437
C -5.384 0.353 2.314
C -5.008 -0.823 2.956
C -3.759 -1.229 2.575
C -3.310 -0.286 1.609
H -4.496 1.213 0.650
H -6.228 1.017 2.201
H -5.689 -1.205 3.701
H -3.326 -2.123 2.997
H -2.432 -0.368 0.985
N -7.735 -2.234 -0.869
C -6.550 -2.055 -0.355
C -5.581 -2.471 -1.273
C -6.343 -3.100 -2.254
C -7.612 -2.945 -2.018
H -8.602 -1.913 -0.463
H -6.383 -1.548 0.584
H -4.508 -2.491 -1.149
H -5.909 -3.712 -3.031
H -8.533 -3.290 -2.464
N 4.761 4.922 1.763
C 4.959 6.150 2.343
C 6.273 6.197 2.756
C 6.843 4.956 2.400
C 5.976 4.275 1.667
H 3.912 4.568 1.347
H 4.191 6.844 2.650
H 6.623 7.122 3.191
H 7.852 4.661 2.647
H 6.003 3.391 1.048
N 1.398 4.926 0.277
C 1.230 4.285 1.453
C 1.058 5.295 2.441
C 1.075 6.592 1.772
C 1.431 6.231 0.374
H 1.552 4.340 -0.531
H 1.217 3.214 1.590
H 0.931 5.220 3.511
H 0.930 7.528 2.291
H 1.615 6.798 -0.526
N 0.136 -0.385 7.291
C 0.121 -0.795 8.582
C 1.122 -1.736 8.726
C 1.842 -1.947 7.510
C 1.183 -0.981 6.634
H -0.428 0.344 6.879
H -0.642 -0.252 9.119
H 1.407 -2.204 9.656
H 2.619 -2.634 7.210
H 1.352 -0.608 5.635

Results
Orbital gap   7.2 eV
Total energy   -183097.975 eV
LUMO level   -0.2 eV
HOMO   -7.435 eV